Molecular formula: C22H60N2O8
Method: DFT, wB97M-V/def2-TZVPD

```
92
C22H60N2O8 | the Open Molecules 2025 dataset | wB97M-V/def2-TZVPD
N 3.3143 0.0186 -4.6907
C 3.3392 -0.0795 -3.4333
N 2.2856 -0.6861 -3.0107
O 4.0946 0.5534 -2.7018
H 2.5378 -0.1544 -5.3129
H 4.1468 0.5223 -4.9615
H 1.7848 -1.4204 -3.4903
H 2.0556 -0.5384 -2.0384
C 4.3235 -1.5400 0.3456
C 3.1032 -2.3798 0.7212
C 3.3337 -3.7564 1.2568
O 2.2515 -1.7237 1.6889
H 5.0095 -1.5995 1.1905
H 3.9291 -0.5367 0.1849
H 4.9095 -1.9071 -0.4970
H 2.4783 -2.5543 -0.1547
H 2.5139 -4.1206 1.8760
H 4.2448 -3.8881 1.8404
H 3.6349 -4.5723 0.5999
H 2.8056 -1.1694 2.2432
C -4.6799 -1.7801 0.6720
C -3.9066 -1.0108 1.7881
C -4.4202 0.4618 2.0415
O -3.9395 -1.8325 2.9778
H -5.7490 -1.9083 0.8411
H -4.2680 -2.7810 0.5434
H -4.5570 -1.1812 -0.2304
H -2.8793 -1.0366 1.4247
H -4.3287 1.0226 1.1113
H -3.8231 1.0507 2.7378
H -5.4755 0.3452 2.2879
H -4.8189 -2.2176 2.9857
C -2.2945 -4.9349 1.0212
C -1.3990 -3.9548 1.8436
C -0.6561 -4.7102 2.9052
O -0.4717 -3.4300 0.8721
H -1.6738 -5.8059 0.8112
H -2.5221 -4.7038 -0.0194
H -3.1905 -5.2257 1.5695
H -2.0589 -3.1394 2.1397
H -1.2039 -4.8277 3.8402
H 0.2294 -4.2048 3.2905
H -0.3078 -5.7060 2.6308
H 0.0866 -2.7626 1.2777
C -0.6554 2.2843 -0.8651
C -0.7783 0.8170 -0.3782
C -0.2628 0.7406 1.0522
O -2.1559 0.4580 -0.4833
H 0.3978 2.5199 -1.0176
H -1.0531 3.0274 -0.1739
H -1.1828 2.3930 -1.8128
H -0.1379 0.1074 -0.9020
H -0.7105 1.4770 1.7195
H 0.7572 1.0892 1.2141
H -0.3199 -0.3015 1.3668
H -2.6541 0.9807 -1.1160
C 3.5070 5.2808 -2.1446
C 3.0819 4.2850 -3.1803
C 1.5840 4.0828 -3.4223
O 3.7448 4.6289 -4.3983
H 4.5794 5.1910 -1.9716
H 3.0793 5.1027 -1.1580
H 3.3433 6.2957 -2.5068
H 3.3837 3.3117 -2.7931
H 1.2434 5.0798 -3.7018
H 1.0101 3.8059 -2.5379
H 1.2254 3.4434 -4.2290
H 3.0911 4.6223 -5.1013
C -1.2606 -1.3695 -3.2872
C -0.8797 -2.1245 -4.5514
C -0.8108 -1.3045 -5.7813
O 0.4927 -2.6581 -4.4089
H -1.1973 -1.9838 -2.3890
H -2.2029 -0.8720 -3.5166
H -0.5397 -0.6093 -2.9866
H -1.6108 -2.9203 -4.6942
H -0.3353 -1.8841 -6.5725
H -0.1713 -0.4244 -5.7142
H -1.7468 -0.9370 -6.2020
H 0.4521 -3.4177 -3.8231
C -1.4072 3.3179 4.5932
C -0.8178 4.2503 5.5875
C -1.2494 3.8875 6.9794
O 0.6005 4.2350 5.4356
H -2.4717 3.5514 4.5740
H -1.3302 2.3243 5.0348
H -1.0269 3.3971 3.5748
H -1.2235 5.2388 5.3720
H -2.3289 3.7834 7.0881
H -1.0587 4.7695 7.5908
H -0.7298 3.0245 7.3960
H 0.9477 3.8084 6.2225
```

Calculated values
HOMO energy ... -9.4 eV
Energy relative to the best compared isomer or geometry (same formula, charge and spin) ... 3.192 eV
E_LUMO ... 0.439 eV
Gap between HOMO and LUMO ... 9.844 eV
SMILES ... NC(N)=O.CC(C)O.CC(C)O.CC(C)O.CC(C)O.CC(C)O.CC(C)O.CC(C)O
Calculated total energy ... -43145.2021 eV